No. 1
Density functional theory data (wB97M-V/def2-TZVPD) for an isolated molecule of C5H7N in a non-equilibrium geometry.

## Properties
SMILES: C=C=NCC=C
HOMO level: -8.8 eV
Maximum force: 1.30 eV/A
Energy relative to the best compared isomer or geometry (same formula, charge and spin): 3.466 eV

Last column: Löwdin charge in e.
Element x y z (Å)
C 1.7520 0.3148 -0.5130  -0.019
C 1.7133 -0.3024 0.6514  -0.211
N 1.0679 -0.8375 1.5551  0.078
C -0.3749 -0.6384 1.0965  -0.200
C -0.5832 0.4687 0.1101  -0.264
C -1.3536 0.2537 -0.9509  0.004
H 1.6325 -0.2811 -1.4081  0.078
H 1.8988 1.3788 -0.6095  0.071
H -1.0391 -0.4073 1.9356  0.113
H -0.6912 -1.5911 0.6549  0.114
H -0.3682 1.4803 0.4530  0.117
H -1.4855 -0.7535 -1.3407  0.065
H -1.9004 1.0571 -1.4232  0.055

---

No. 2
Density functional theory data (wB97M-V/def2-TZVPD) for a structure of composition C16H53Li2N14O20 in a non-equilibrium geometry.

## Properties
HOMO level: -3.2 eV
Charge: -1
Maximum force: 5.61 eV/A

Last column: Löwdin charge in e.
Element x y z (Å)
Li -4.5534 0.3603 -5.9146  0.859
Li -0.2441 2.9375 -6.8581  0.841
C -1.7135 -0.0052 -0.6077  -0.033
C -0.6803 -0.4102 0.2707  -0.360
C 0.6431 0.3469 0.2645  -0.422
O 1.5157 0.2062 1.2206  -0.133
C 0.9896 1.2155 -0.6895  -0.044
C 0.0306 1.4792 -1.7882  -0.322
C -1.4586 1.0121 -1.5869  -0.374
O -2.3938 1.4114 -2.3582  -0.142
O 0.3765 2.2248 -2.7611  -0.117
O -1.0140 -1.4000 1.0213  -0.094
H -2.6413 -0.5553 -0.6621  0.084
H 1.8548 1.8516 -0.5751  0.096
C 0.9347 -1.6966 -8.9540  -0.122
C -0.0346 -1.7593 -7.7563  -0.651
C 0.7805 -2.1874 -6.5199  -0.095
O -0.9044 -0.6209 -7.7050  -0.427
H 1.6358 -0.8620 -8.9611  0.053
H 0.4251 -1.5837 -9.9109  0.054
H 1.5996 -2.5590 -8.9997  0.056
H -0.6395 -2.6356 -7.9891  0.091
H 1.6231 -1.5020 -6.4284  0.062
H 1.1359 -3.2063 -6.6736  0.062
H 0.2549 -2.1220 -5.5672  0.065
C 2.6705 -6.0468 -0.0554  -0.821
O 3.2876 -6.9715 -0.5022  0.036
N 3.0536 -5.2736 0.9316  0.161
N 1.4454 -5.8188 -0.4084  0.162
H 2.6070 -4.4186 1.2311  0.117
H 3.9005 -5.5999 1.3748  0.115
H 1.0265 -6.1591 -1.2620  0.121
H 1.0192 -5.1266 0.1911  0.109
C 3.4953 5.9949 4.7400  -0.685
O 4.4309 6.8297 4.8187  -0.029
N 3.6603 4.7217 5.0721  0.151
N 2.3719 6.2357 4.0028  0.141
H 4.3914 4.4590 5.7175  0.113
H 2.8919 4.0736 4.9742  0.105
H 1.7637 5.4602 3.7817  0.098
H 2.4508 6.9450 3.2881  0.106
C -4.0265 5.1090 2.2583  -0.770
O -3.1091 4.9508 3.0800  0.012
N -3.8511 5.6005 1.0588  0.144
N -5.2907 4.9140 2.3889  0.155
H -2.8777 5.7558 0.8386  0.118
H -4.4658 5.4404 0.2736  0.106
H -5.8635 5.1759 1.5994  0.110
H -5.6631 4.9126 3.3278  0.123
C 1.8345 -4.8252 7.0779  -0.739
O 0.8738 -5.4958 6.8345  0.066
N 2.2474 -3.7125 6.4564  0.134
N 2.6516 -4.8907 8.1387  0.125
H 1.8049 -3.4506 5.5871  0.116
H 3.0336 -3.1968 6.8251  0.096
H 2.5612 -5.6351 8.8152  0.110
H 3.2512 -4.0974 8.3154  0.093
C 8.1858 -0.3637 4.0375  -0.793
O 9.2227 -0.4037 4.6647  0.025
N 7.7011 0.7932 3.7231  0.147
N 7.2948 -1.3039 3.7676  0.155
H 8.3273 1.5292 4.0167  0.125
H 6.7197 0.7859 3.4846  0.113
H 7.3694 -2.1807 4.2634  0.116
H 6.5453 -1.0730 3.1312  0.110
C -7.8243 -0.5822 2.0309  -0.787
O -8.8196 -0.4497 2.6765  0.043
N -7.6669 -0.8259 0.7248  0.149
N -6.6564 -0.5778 2.6365  0.152
H -6.7793 -1.1594 0.3770  0.103
H -8.4692 -0.8091 0.1115  0.105
H -6.7780 -0.2487 3.5836  0.120
H -5.8030 -0.8168 2.1522  0.113
C -4.9848 -4.3910 -4.1841  -0.742
O -5.3578 -3.1796 -4.2421  -0.047
N -5.3490 -5.3029 -5.0069  0.156
N -4.2197 -4.8916 -3.2332  0.167
H -6.1477 -5.0622 -5.5763  0.122
H -5.3204 -6.2527 -4.6646  0.115
H -3.8777 -4.2642 -2.5194  0.127
H -3.9132 -5.8534 -3.2655  0.113
O -2.5738 -7.0206 2.5441  -0.056
H -1.7742 -7.0195 2.0178  0.024
H -2.6813 -6.1100 2.8190  0.031
O -5.8220 5.3774 -2.9891  -0.053
H -5.9102 5.7157 -3.8801  0.023
H -5.3884 4.5307 -3.0957  0.029
O -2.7114 -2.1371 6.5234  -0.058
H -2.3626 -1.2525 6.4138  0.023
H -2.2700 -2.6542 5.8496  0.028
O 4.7509 2.5754 -4.4946  -0.055
H 5.1358 3.3123 -4.0202  0.021
H 3.8185 2.6134 -4.2814  0.027
O 0.4587 6.5892 -1.2822  -0.052
H 0.3599 7.3467 -1.8590  0.019
H 0.7885 5.8947 -1.8524  0.029
O 2.4373 3.9637 -8.4944  -0.059
H 2.5807 4.2983 -9.3796  0.034
H 3.3174 3.8470 -8.1365  0.041
O 6.5686 5.4409 -1.7691  -0.053
H 7.2935 6.0659 -1.7721  0.025
H 6.1241 5.5930 -0.9351  0.032
O -0.3372 1.2107 5.3675  -0.058
H -0.6364 2.0242 4.9614  0.028
H 0.3355 0.8789 4.7729  0.029

---

No. 3
Density functional theory data (wB97M-V/def2-TZVPD) for a structure of composition C34H31CoNP in a non-equilibrium geometry.

## Properties
HOMO level (spin up / spin down): -14.6 / -14.6 eV
Charge: +2
Maximum force: 1.35 eV/A
Energy relative to the best compared isomer or geometry (same formula, charge and spin): 0.078 eV

Last column: Löwdin charge in e.
Element x y z (Å)
Co -0.2978 -0.6742 1.3325  0.286
C -2.9398 1.2573 2.5668  -0.003
C -1.8177 0.2863 2.7362  -0.262
C -2.0297 -1.0922 2.6172  -0.007
C -1.0297 -2.0340 2.9756  -0.253
C -1.3322 -3.4975 3.0295  -0.008
C 0.2264 -1.5396 3.3220  0.002
C 0.4954 -0.1436 3.4140  -0.262
C 1.8550 0.3392 3.8139  -0.002
C -0.5257 0.7440 3.1079  -0.004
H -3.3888 1.4149 3.5513  0.120
H -3.7152 0.8757 1.9091  0.085
H -2.5985 2.2228 2.1981  0.093
H -2.9991 -1.4521 2.2968  0.156
H -1.5823 -3.7543 4.0616  0.115
H -0.4719 -4.0994 2.7415  0.101
H -2.1885 -3.7567 2.4115  0.092
H 1.0215 -2.2422 3.5417  0.155
H 1.9857 0.2020 4.8891  0.111
H 1.9838 1.3961 3.5905  0.092
H 2.6373 -0.2322 3.3149  0.092
H -0.3445 1.8110 3.1564  0.149
C -4.5053 3.4910 -0.9918  -0.036
C -3.2364 4.0338 -0.8476  -0.045
C -2.1488 3.2025 -0.6242  -0.072
C -2.3390 1.8221 -0.5547  -0.343
C -3.6165 1.2771 -0.6968  -0.098
C -4.6952 2.1152 -0.9185  -0.047
P -0.9164 0.7434 -0.3398  1.155
C 0.5106 1.5483 -1.0801  -0.365
C 1.4886 2.1159 -0.2658  -0.109
C 2.5886 2.7403 -0.8336  -0.057
C 2.7135 2.7942 -2.2154  -0.045
C 1.7371 2.2357 -3.0307  -0.046
C 0.6315 1.6191 -2.4670  -0.060
C -1.3320 -0.8034 -1.1222  -0.359
C -1.8070 -1.2080 -2.3668  -0.050
C -1.9904 -2.5645 -2.5672  -0.048
C -1.7040 -3.4728 -1.5457  -0.039
C -1.2478 -3.0582 -0.2998  -0.054
C -1.0966 -1.6930 -0.0867  -0.186
H -5.3509 4.1409 -1.1725  0.121
H -3.0906 5.1031 -0.9151  0.120
H -1.1577 3.6273 -0.5231  0.111
H -3.7662 0.2044 -0.6620  0.114
H -5.6848 1.6968 -1.0440  0.120
H 1.3959 2.0669 0.8141  0.096
H 3.3438 3.1890 -0.2020  0.116
H 3.5716 3.2804 -2.6601  0.119
H 1.8340 2.2877 -4.1067  0.119
H -0.1314 1.1954 -3.1087  0.110
H -2.0312 -0.4940 -3.1495  0.119
H -2.3498 -2.9297 -3.5196  0.119
H -1.8362 -4.5314 -1.7306  0.120
H -1.0274 -3.7997 0.4535  0.092
N 1.3879 -0.9562 0.5464  0.203
C 2.2869 -1.0991 -0.1516  -0.010
C 3.3856 -1.2745 -1.0395  -0.208
C 4.6539 -0.8251 -0.6639  -0.013
C 5.7028 -0.9820 -1.5506  -0.042
C 5.4817 -1.5750 -2.7884  -0.030
C 4.2162 -2.0186 -3.1538  -0.041
C 3.1542 -1.8719 -2.2808  -0.009
H 4.8087 -0.3671 0.3036  0.124
H 6.6934 -0.6461 -1.2779  0.121
H 6.3079 -1.6954 -3.4763  0.122
H 4.0612 -2.4836 -4.1174  0.120
H 2.1620 -2.2124 -2.5470  0.124

---

No. 4
Density functional theory data (wB97M-V/def2-TZVPD) for an isolated molecule of C2H5OPS in a non-equilibrium geometry.

## Properties
SMILES: C=[P@@H]1S[C@H]1O
HOMO level: -8.2 eV
Maximum force: 4.01 eV/A
Energy relative to the best compared isomer or geometry (same formula, charge and spin): 3.417 eV

Last column: Löwdin charge in e.
Element x y z (Å)
C 1.6923 0.6455 0.4369  -0.357
P 0.4594 0.4247 -0.6226  0.434
S -1.1648 1.5432 -0.2268  0.565
C -0.8821 -0.3102 0.3306  -0.766
O -1.5579 -1.3338 -0.1687  -0.107
H 2.2555 -0.3060 0.4706  -0.006
H 2.5421 1.3070 0.2815  -0.021
H 0.1341 -0.4257 -1.7181  0.014
H -0.8943 -0.2223 1.4014  0.076
H -2.5842 -1.3223 -0.1848  0.166

---

No. 5
Density functional theory data (wB97M-V/def2-TZVPD) for an isolated molecule of C5H9NO.

## Properties
SMILES: C[C@H]1N[C@H]1[C@H]1CO1
HOMO level: -9.2 eV
Maximum force: 0.42 eV/A
Energy relative to the best compared isomer or geometry (same formula, charge and spin): 3.013 eV

Last column: Löwdin charge in e.
Element x y z (Å)
C -2.0574 -0.4344 0.0467  -0.050
C -1.1454 0.5776 0.6903  -0.328
N 0.0476 0.2158 1.4471  0.060
C 0.1991 0.9224 0.1565  -0.227
C 0.9992 0.2177 -0.9053  -0.261
C 2.2195 -0.4601 -0.4546  -0.105
O 1.0578 -1.1968 -0.8347  -0.054
H -2.5289 0.0384 -0.8202  0.079
H -2.8559 -0.7586 0.7251  0.076
H -1.5072 -1.3164 -0.2945  0.076
H -1.6715 1.3988 1.1786  0.129
H 0.2230 -0.7798 1.2765  0.092
H 0.5070 1.9720 0.2013  0.139
H 0.9979 0.6336 -1.9162  0.146
H 3.0798 -0.5758 -1.1109  0.111
H 2.4355 -0.4543 0.6142  0.116

---

No. 6
Density functional theory data (wB97M-V/def2-TZVPD) for a cluster of 18 separate species, C2H38O19 in total in a non-equilibrium geometry.

## Properties
HOMO level: -3.1 eV
Charge: -2
Maximum force: 5.71 eV/A
Energy relative to the best compared isomer or geometry (same formula, charge and spin): 1.262 eV

Last column: Löwdin charge in e.
Element x y z (Å)
O 2.0506 0.3003 -0.0851  -0.390
C 0.8606 -0.3194 -0.3234  -0.324
C -0.2795 0.6604 0.1450  -0.194
O -1.5820 0.0163 -0.1615  -0.384
H 0.8898 -1.2778 0.2672  0.107
H 0.9218 -0.5279 -1.3528  0.055
H -0.2467 1.5260 -0.3938  0.059
H -0.1062 0.7999 1.1833  0.082
O 2.1034 2.4853 1.1747  -0.099
H 1.1238 2.5779 1.4517  0.068
H 2.0282 1.7211 0.5886  -0.056
O 1.9871 1.5503 -2.4196  -0.051
H 1.8893 1.0552 -1.5803  -0.015
H 2.8331 1.3315 -2.7676  0.018
O 0.3620 4.5555 -0.5951  -0.024
H 1.0886 4.0697 -0.2774  -0.025
H 0.6296 4.7940 -1.4662  0.022
O 1.4657 -1.4054 -3.5467  -0.085
H 0.9716 -0.6244 -3.2102  0.001
H 1.7032 -1.6620 -2.6636  -0.037
O -1.9800 2.7878 -1.4748  -0.077
H -2.6145 2.0463 -1.4016  -0.010
H -1.3568 2.4288 -0.8485  -0.041
O -3.9582 0.8933 -1.0021  -0.036
H -3.3320 0.2880 -0.6408  -0.017
H -4.5383 0.2926 -1.4437  0.034
O -1.0052 -0.0258 -2.7415  -0.072
H -1.7805 -0.5606 -2.9164  0.031
H -0.9712 0.0543 -1.7499  -0.004
O 4.5752 1.0244 0.3902  -0.113
H 3.6086 0.8045 0.1629  0.011
H 4.5679 1.7918 0.9631  0.000
O 0.1071 -3.0454 1.8135  -0.079
H -0.2822 -2.1236 1.7246  0.031
H -0.5088 -3.7519 1.9451  0.016
O -4.2615 -2.0795 0.6853  -0.062
H -3.9127 -2.6664 0.0286  0.004
H -3.5452 -1.7519 1.2414  -0.011
O -1.4014 -2.3401 -1.1444  -0.047
H -1.3071 -3.0358 -0.5353  -0.012
H -1.4506 -1.5244 -0.6176  -0.029
O -2.5432 2.6820 1.3818  -0.024
H -1.7042 2.9060 1.7907  0.035
H -2.4200 1.9313 0.8506  -0.043
O -0.1669 1.0491 4.2256  -0.059
H 0.2650 0.5110 3.5691  -0.028
H -0.0024 0.6138 5.0540  0.015
O 1.7338 -0.3311 2.6209  -0.027
H 1.7464 -0.2853 1.6749  -0.013
H 2.0879 -1.1772 2.8824  0.052
O 3.3621 -1.9902 -1.0078  -0.095
H 2.7258 -2.7407 -1.0173  -0.012
H 2.8940 -1.1581 -0.7657  -0.003
O 1.3096 -3.6767 -1.3033  -0.020
H 0.6542 -3.1635 -0.8866  -0.019
H 0.7637 -4.3390 -1.6965  0.051
O -1.9668 -1.0401 2.1537  -0.072
H -2.2324 -0.3728 2.7614  0.034
H -1.8534 -0.5517 1.3063  -0.018

---

No. 7
Density functional theory data (wB97M-V/def2-TZVPD) for a cluster of 5 separate species, C27H55NO12PS4 in total in a non-equilibrium geometry.

## Properties
HOMO level: -3.9 eV
Charge: -1
Maximum force: 3.72 eV/A

Last column: Löwdin charge in e.
Element x y z (Å)
C 4.9057 1.5984 4.3594  -0.082
C 4.2169 0.9862 3.1361  -0.245
N 3.8305 2.0426 2.1835  -0.093
C 2.7133 2.8318 2.7578  -0.259
C 1.9952 3.7633 1.8025  -0.254
P 0.7263 4.7564 2.8348  0.486
O -0.0467 5.4268 1.4275  -0.351
C -1.1592 4.6302 1.0668  -0.229
C -1.1122 3.2272 1.7294  -0.393
C -2.4597 2.6903 2.1629  -0.109
C -2.2458 1.3262 2.7776  -0.331
C -1.9094 0.1786 1.8014  -0.082
O -3.1664 0.3458 2.4612  -0.058
O -0.3883 3.3932 2.9456  -0.328
C 3.5052 1.4179 0.9437  -0.471
C 2.1886 0.7091 0.7253  0.013
O 4.3264 1.3986 0.0522  0.073
H 5.3133 2.5624 4.0662  0.077
H 4.1518 1.8282 5.1100  0.066
H 5.6794 0.9569 4.7682  0.060
H 3.3165 0.4284 3.4262  0.107
H 4.9039 0.3015 2.6379  0.114
H 3.1539 3.4744 3.5173  0.090
H 1.9833 2.2083 3.2949  0.113
H 2.7113 4.4858 1.4144  0.083
H 1.4852 3.2570 0.9877  0.048
H 1.6100 5.9050 2.9736  -0.016
H 1.2517 4.3239 4.0786  -0.041
H -0.2640 5.5239 3.6563  -0.020
H -1.0094 4.4397 -0.0029  0.111
H -2.0963 5.1372 1.3015  0.106
H -0.5501 2.5113 1.1206  0.113
H -3.1541 2.4873 1.3430  0.129
H -2.9016 3.3021 2.9448  0.125
H -1.7759 1.3038 3.7435  0.135
H -1.1487 -0.3248 2.3775  0.103
H -1.7562 0.7433 0.8982  0.097
H 1.4633 1.3475 0.2287  0.079
H 2.3795 -0.1034 0.0393  0.044
H 1.7274 0.3335 1.6378  0.084
C 3.4110 -1.2671 -5.0037  -0.222
C 4.3740 -0.6284 -3.9907  -0.211
C 3.5263 0.1199 -2.9514  -0.212
S 1.9511 -0.7393 -2.8940  0.661
O 0.9208 0.1462 -3.3763  -0.319
O 1.8192 -1.4370 -1.6387  -0.334
C 2.3190 -1.9328 -4.1744  -0.233
H 3.9151 -1.9859 -5.6487  0.112
H 2.9752 -0.4923 -5.6378  0.119
H 4.9539 -1.4112 -3.4971  0.114
H 5.0798 0.0454 -4.4746  0.111
H 3.9747 0.1077 -1.9602  0.081
H 3.3305 1.1475 -3.2497  0.112
H 1.4154 -2.1524 -4.7416  0.089
H 2.6871 -2.8361 -3.6880  0.106
C 1.2824 6.1916 8.8693  -0.231
C 0.2566 6.5272 7.7751  -0.215
C 1.0370 6.9454 6.5232  -0.213
S 2.6132 6.0935 6.6086  0.654
O 3.6656 7.0715 6.7670  -0.333
O 2.6473 5.0951 5.5818  -0.337
C 2.3286 5.3093 8.1955  -0.237
H 0.8205 5.6864 9.7178  0.108
H 1.7482 7.1095 9.2361  0.113
H -0.3424 5.6417 7.5543  0.118
H -0.4271 7.3148 8.0906  0.108
H 0.5340 6.6509 5.6001  0.079
H 1.2396 8.0148 6.5121  0.102
H 3.2672 5.2445 8.7411  0.101
H 1.9365 4.3114 8.0012  0.106
C -2.3453 -3.6252 -4.3814  -0.207
C -3.5221 -3.1398 -5.2367  -0.212
C -2.9522 -2.7235 -6.6023  -0.212
S -1.4805 -3.7204 -6.8530  0.666
O -0.3318 -2.8458 -6.8683  -0.332
O -1.7111 -4.6755 -7.9118  -0.337
C -1.5356 -4.5582 -5.2759  -0.230
H -2.6816 -4.1333 -3.4795  0.109
H -1.7293 -2.7743 -4.0800  0.119
H -4.2364 -3.9484 -5.3642  0.068
H -4.0470 -2.3091 -4.7649  0.118
H -3.6494 -2.9139 -7.4145  0.099
H -2.6467 -1.6788 -6.6134  0.103
H -0.5218 -4.7308 -4.9214  0.109
H -2.0465 -5.5055 -5.4249  0.076
C -4.9726 -9.4895 -4.5441  -0.220
C -6.1060 -8.9101 -3.6863  -0.213
C -5.5833 -7.6160 -3.0493  -0.213
S -4.3383 -6.9739 -4.1744  0.678
O -3.0565 -7.0115 -3.5188  -0.307
O -4.8236 -5.7640 -4.7959  -0.323
C -4.4201 -8.3186 -5.3510  -0.224
H -5.3244 -10.2890 -5.1942  0.115
H -4.1920 -9.8982 -3.8990  0.120
H -6.9653 -8.6872 -4.3217  0.116
H -6.4367 -9.6142 -2.9245  0.113
H -6.3645 -6.8702 -2.9276  0.104
H -5.0979 -7.8023 -2.0934  0.107
H -3.4298 -8.4988 -5.7630  0.111
H -5.1070 -8.0215 -6.1428  0.110

---

No. 8
Density functional theory data (wB97M-V/def2-TZVPD) for an isolated molecule of C3H2N2OS in a non-equilibrium geometry.

## Properties
SMILES: S=c1ncocn1
HOMO level: -8.8 eV
Maximum force: 1.00 eV/A
Energy relative to the best compared isomer or geometry (same formula, charge and spin): 0.560 eV

Last column: Löwdin charge in e.
Element x y z (Å)
S -2.2313 0.0006 -0.0004  0.701
C -0.6059 -0.0059 0.0017  -0.904
N 0.1226 -1.2130 -0.0001  0.087
C 1.3872 -1.1426 -0.0035  -0.159
O 2.1240 -0.0030 -0.0014  0.046
C 1.3865 1.1498 0.0001  -0.143
N 0.1130 1.2108 0.0010  0.082
H 2.0179 -2.0211 0.0192  0.140
H 2.0353 2.0427 0.0025  0.149